Below is 3 unconnected molecules or ions with the total composition C4H15NO2, with properties calculated with the ωB97M-V functional and the def2-TZVPD basis.

```
22
Properties=species:S:1:pos:R:3:forces:R:3:lowdin_charge:R:1
H -0.629 2.735 0.457 -1.289 -0.809 0.861 0.093
N 0.459 0.411 -0.557 -0.003 -1.994 1.215 -0.102
H -1.723 1.661 1.770 1.164 1.138 -1.355 0.105
H 1.983 0.507 -2.655 -0.256 0.224 0.955 0.065
H -1.333 -2.610 -1.260 0.118 0.753 0.338 0.037
C 1.878 -0.074 -0.428 -2.115 0.118 -2.360 -0.246
H 2.877 -0.841 -2.218 0.564 -0.061 0.288 0.051
H 2.269 0.611 0.271 1.242 0.206 1.182 0.074
H 0.587 1.160 1.446 0.260 -0.853 -0.434 0.111
C -0.155 0.684 0.745 1.679 1.258 1.122 -0.366
C 2.559 0.108 -1.794 2.060 1.509 -0.158 -0.110
C -1.160 1.778 0.770 -2.373 -0.238 -0.976 -0.136
H -3.198 -1.585 1.518 -0.259 -0.026 -0.982 0.007
O -2.810 -1.395 2.359 0.467 -1.229 1.333 -0.070
H -2.627 -2.304 2.710 -0.120 1.321 -0.363 0.063
H -1.157 -1.046 -0.892 0.515 -1.738 0.354 0.044
H 3.473 0.853 -1.633 -1.676 -1.801 -0.705 0.109
O -1.114 -1.988 -0.542 -0.551 0.689 -0.669 -0.108
H -0.551 -0.144 1.333 0.158 -0.690 -0.796 0.093
H -1.983 1.508 0.022 0.897 0.761 0.616 0.082
H 0.393 1.117 -1.261 -0.088 0.712 0.136 0.087
H 1.962 -1.146 -0.163 -0.394 0.751 0.400 0.119
```
Positions in Å, forces in eV/Å.

Output
Max |F|   3.17 eV Å⁻¹
2S+1   1
SMILES   CCNCC.O.O
LUMO energy   0.82 eV
Energy above the lowest of the compared OMol25 structures with the same formula, charge and spin   204.8 kJ/mol
Total charge   0
Total energy   -366.5732 Eh
Gap between HOMO and LUMO   9.5 eV